Record 1
The following is a quantum chemistry calculation of a structure of composition C47H48IN6NaO2P2 at a distorted geometry, from OMol25.

As for the spin multiplicity: 1. The value obtained for the total energy is -3441.56839 Eh. The HOMO-LUMO gap is 0.235 Ha. The molecular weight comes out at 940.783 g mol⁻¹.

Each line ends with the Löwdin charge.
Atoms and positions in Å:
1 Na 0.284 -0.114 0.751  0.038
2 N -0.279 -0.923 2.937  0.081
3 C -1.221 0.201 2.855  -0.334
4 C -1.936 0.495 4.174  -0.144
5 C -3.078 1.519 4.126  -0.176
6 C -2.749 2.826 3.385  -0.151
7 N -2.862 2.754 1.930  0.097
8 C -3.976 2.456 1.282  -0.451
9 N -5.169 2.658 1.863  0.215
10 N -3.903 2.084 -0.002  0.208
11 C -2.172 -0.093 1.670  -0.642
12 O -3.332 -0.487 1.867  0.008
13 O -1.679 0.167 0.517  -0.165
14 H -0.770 -1.753 3.257  0.075
15 H 0.440 -0.704 3.620  0.094
16 H -0.599 1.069 2.576  0.087
17 H -1.180 0.852 4.881  0.117
18 H -2.340 -0.443 4.565  0.118
19 H -3.338 1.782 5.155  0.112
20 H -3.946 1.047 3.668  0.094
21 H -1.722 3.123 3.599  0.124
22 H -3.397 3.631 3.745  0.114
23 H -1.997 2.635 1.392  0.047
24 H -5.209 2.917 2.832  0.107
25 H -5.983 2.218 1.476  0.123
26 H -3.097 1.456 -0.178  0.097
27 H -4.764 1.768 -0.419  0.119
28 N 2.425 -0.756 -0.291  0.095
29 C 2.919 -1.969 0.176  -0.305
30 C 4.269 -2.092 0.525  -0.031
31 C 4.768 -3.277 1.027  -0.086
32 C 3.934 -4.378 1.189  -0.093
33 C 2.594 -4.264 0.860  -0.122
34 C 2.061 -3.072 0.364  -0.301
35 P 0.271 -2.822 0.038  1.162
36 C -0.490 -3.959 1.275  -0.343
37 C 0.016 -4.042 2.574  -0.135
38 C -0.620 -4.806 3.540  -0.085
39 C -1.788 -5.492 3.233  -0.093
40 C -2.311 -5.402 1.952  -0.081
41 C -1.671 -4.640 0.984  -0.076
42 C -0.013 -3.814 -1.492  -0.369
43 C -1.158 -3.523 -2.233  -0.135
44 C -1.459 -4.231 -3.387  -0.085
45 C -0.614 -5.243 -3.821  -0.089
46 C 0.531 -5.538 -3.094  -0.080
47 C 0.831 -4.828 -1.940  -0.073
48 H 3.143 -0.060 -0.439  0.097
49 H 1.798 -0.824 -1.096  0.033
50 H 4.919 -1.231 0.408  0.110
51 H 5.816 -3.348 1.290  0.103
52 H 4.324 -5.309 1.578  0.099
53 H 1.940 -5.112 1.015  0.108
54 H 0.921 -3.503 2.828  0.103
55 H -0.204 -4.866 4.539  0.103
56 H -2.283 -6.093 3.985  0.099
57 H -3.225 -5.926 1.704  0.102
58 H -2.099 -4.576 -0.008  0.095
59 H -1.815 -2.729 -1.892  0.107
60 H -2.351 -3.993 -3.954  0.105
61 H -0.846 -5.798 -4.721  0.102
62 H 1.198 -6.326 -3.425  0.104
63 H 1.729 -5.066 -1.386  0.093
64 C 0.361 7.543 0.349  -0.098
65 C -0.053 6.770 1.424  -0.092
66 C -0.171 5.396 1.284  -0.105
67 C 0.124 4.763 0.075  -0.342
68 C 0.543 5.551 -0.995  -0.091
69 C 0.660 6.929 -0.858  -0.084
70 P -0.003 2.913 0.077  1.117
71 C 0.088 2.701 -1.750  -0.378
72 C -1.048 3.053 -2.486  -0.119
73 C -1.030 3.035 -3.872  -0.089
74 C 0.125 2.655 -4.547  -0.100
75 C 1.245 2.272 -3.827  -0.087
76 C 1.223 2.284 -2.436  -0.097
77 C 1.658 2.491 0.703  -0.443
78 C 2.816 3.164 0.282  -0.125
79 C 4.032 2.821 0.842  -0.113
80 C 4.078 1.828 1.824  -0.124
81 C 2.912 1.203 2.238  -0.164
82 C 1.635 1.501 1.706  -0.162
83 H 0.453 8.617 0.452  0.098
84 H -0.281 7.240 2.374  0.099
85 H -0.490 4.794 2.129  0.086
86 H 0.780 5.096 -1.949  0.100
87 H 0.992 7.525 -1.700  0.101
88 H -1.940 3.381 -1.960  0.097
89 H -1.911 3.333 -4.429  0.101
90 H 0.153 2.666 -5.630  0.102
91 H 2.147 1.972 -4.348  0.108
92 H 2.112 2.004 -1.884  0.092
93 H 2.767 3.946 -0.470  0.096
94 H 4.938 3.331 0.536  0.092
95 H 5.034 1.556 2.262  0.091
96 H 2.995 0.447 3.019  0.075
97 I 2.673 -2.989 -6.194  0.858
98 C 1.347 -1.952 -4.946  -0.708
99 C 0.138 -1.482 -5.435  -0.131
100 C -0.703 -0.816 -4.559  -0.056
101 C -0.302 -0.646 -3.245  -0.146
102 N 0.860 -1.100 -2.784  0.059
103 C 1.674 -1.740 -3.617  -0.203
104 H -0.137 -1.631 -6.470  0.099
105 H -1.654 -0.425 -4.894  0.112
106 H -0.934 -0.134 -2.525  0.117
107 H 2.607 -2.108 -3.202  0.106

***

Record 2
The following is a quantum chemistry calculation of a structure of composition C47H48N6P2S2Ti at a distorted geometry, from OMol25.

As for the spin multiplicity: 2. The net charge is +1. The value obtained for the total energy is -4476.56828 Eh. The HOMO-LUMO gap (spin up / spin down) is 0.158 / 0.192 Ha. The molecular weight comes out at 870.892 g mol⁻¹.

Each line ends with the Löwdin charge.
Atoms and positions in Å:
1 Ti -7.500 -0.530 18.248  0.379
2 S -6.582 -0.063 20.727  0.303
3 P -5.160 0.882 19.521  0.544
4 C -5.698 0.277 17.969  -0.667
5 P -4.971 -0.936 16.955  0.627
6 S -6.593 -2.368 16.955  0.341
7 C -4.857 -0.444 15.177  -0.316
8 C -4.996 0.973 14.973  -0.086
9 C -4.990 1.499 13.719  -0.100
10 C -4.889 0.694 12.581  -0.070
11 C -4.843 -0.698 12.786  -0.088
12 C -4.752 -1.285 14.054  -0.080
13 C -3.604 -1.983 17.490  -0.362
14 C -2.397 -1.649 16.928  -0.104
15 C -1.206 -2.192 17.392  -0.087
16 C -1.197 -3.212 18.327  -0.078
17 C -2.453 -3.669 18.777  -0.077
18 C -3.650 -3.003 18.471  -0.076
19 C -5.362 2.647 19.573  -0.402
20 C -5.348 3.406 18.429  -0.073
21 C -5.355 4.808 18.582  -0.066
22 C -5.206 5.407 19.840  -0.074
23 C -5.331 4.606 20.967  -0.085
24 C -5.323 3.215 20.844  -0.104
25 C -3.496 0.711 20.217  -0.328
26 C -2.503 1.621 19.867  -0.070
27 C -1.167 1.355 20.133  -0.083
28 C -0.759 0.134 20.592  -0.067
29 C -1.782 -0.743 21.010  -0.076
30 C -3.155 -0.460 20.927  -0.079
31 H -4.957 1.547 15.906  0.067
32 H -4.927 2.547 13.559  0.095
33 H -4.967 1.124 11.573  0.110
34 H -4.876 -1.306 11.850  0.113
35 H -4.689 -2.370 14.168  0.111
36 H -2.307 -0.852 16.161  0.119
37 H -0.276 -1.758 17.072  0.101
38 H -0.296 -3.676 18.727  0.108
39 H -2.407 -4.470 19.492  0.095
40 H -4.613 -3.248 18.910  0.082
41 H -5.213 2.994 17.415  0.098
42 H -5.647 5.326 17.678  0.103
43 H -5.186 6.505 19.910  0.109
44 H -5.448 4.983 21.956  0.090
45 H -5.305 2.524 21.739  0.117
46 H -2.770 2.557 19.413  0.103
47 H -0.471 2.156 19.999  0.102
48 H 0.228 -0.198 20.707  0.090
49 H -1.468 -1.708 21.385  0.099
50 H -3.869 -1.206 21.255  0.082
51 N -9.118 0.572 19.469  -0.067
52 C -9.209 2.000 19.319  -0.260
53 C -9.194 2.755 20.488  -0.036
54 C -9.570 4.125 20.403  -0.095
55 C -9.869 4.683 19.163  -0.094
56 C -9.640 3.957 17.951  0.015
57 C -9.350 2.525 18.046  -0.113
58 C -9.113 1.713 16.844  -0.147
59 C -9.130 2.278 15.534  -0.039
60 C -8.936 1.465 14.436  -0.100
61 C -8.683 0.103 14.533  -0.075
62 C -8.784 -0.521 15.794  -0.180
63 C -8.754 0.292 16.918  -0.228
64 H -9.941 -0.020 19.171  0.099
65 H -9.016 0.367 20.457  0.016
66 H -8.977 2.302 21.465  0.103
67 H -9.641 4.659 21.378  0.103
68 H -10.348 5.648 18.970  0.099
69 H -9.825 4.376 16.986  0.081
70 H -9.375 3.328 15.503  0.084
71 H -8.965 1.937 13.464  0.099
72 H -8.529 -0.510 13.668  0.097
73 H -8.793 -1.623 15.877  0.047
74 N -12.428 -3.590 19.536  0.117
75 C -11.132 -3.327 19.873  -0.362
76 C -10.396 -2.368 19.102  -0.093
77 N -9.115 -2.235 19.252  0.027
78 C -8.552 -3.019 20.253  -0.126
79 C -9.313 -3.741 21.141  -0.136
80 N -10.564 -4.035 20.838  0.112
81 H -12.938 -2.908 19.010  0.089
82 H -12.983 -4.359 19.989  0.135
83 H -10.881 -1.960 18.213  0.130
84 H -7.476 -3.068 20.394  0.086
85 H -8.893 -4.162 22.079  0.121
86 C -12.301 1.846 27.846  -0.057
87 C -12.471 2.407 26.434  -0.149
88 N -11.290 2.098 25.583  -0.125
89 C -10.068 2.650 26.203  -0.147
90 C -9.825 1.991 27.572  -0.086
91 N -10.982 1.046 27.919  -0.055
92 C -10.905 -0.034 26.836  -0.089
93 C -11.136 0.589 25.463  -0.118
94 H -13.098 1.115 28.044  0.132
95 H -12.336 2.585 28.657  0.138
96 H -12.713 3.469 26.367  0.130
97 H -13.419 2.030 26.032  0.128
98 H -10.093 3.764 26.260  0.141
99 H -9.239 2.458 25.507  0.131
100 H -9.683 2.861 28.250  0.139
101 H -8.885 1.443 27.712  0.133
102 H -10.814 0.647 28.869  0.204
103 H -11.681 -0.768 27.043  0.127
104 H -9.936 -0.586 26.970  0.149
105 H -12.089 0.140 25.085  0.137
106 H -10.334 0.286 24.752  0.139